No. 1
{
  "formula": "C14H39BrN11O6",
  "method": "ωB97M-V with the def2-TZVPD basis set",
  "elements": ["Br", "C", "C", "C", "C", "C", "C", "N", "O", "C", "C", "C", "H", "H", "H", "H", "H", "H", "H", "H", "H", "H", "H", "H", "H", "H", "H", "H", "H", "H", "H", "C", "O", "N", "N", "H", "H", "H", "H", "C", "O", "N", "N", "H", "H", "H", "H", "C", "O", "N", "N", "H", "H", "H", "H", "C", "O", "N", "N", "H", "H", "H", "H", "C", "O", "N", "N", "H", "H", "H", "H"],
  "coordinates": [[0.972, 0.587, 1.152], [-0.660, -0.325, -4.238], [-1.371, -1.054, -3.096], [-2.389, -1.990, -3.820], [-2.961, -3.065, -2.940], [-1.878, -3.840, -2.169], [-0.783, -2.944, -1.478], [-0.413, -1.842, -2.350], [0.689, -1.113, -1.891], [-1.365, -2.458, -0.154], [0.417, -3.864, -1.199], [-2.130, -0.015, -2.222], [0.165, 0.264, -3.833], [-1.319, 0.372, -4.756], [-0.217, -0.993, -4.977], [-3.182, -1.323, -4.163], [-1.909, -2.470, -4.678], [-3.570, -3.828, -3.422], [-3.481, -2.511, -2.148], [-1.327, -4.551, -2.789], [-2.359, -4.341, -1.329], [-1.406, -3.174, 0.668], [-0.658, -1.700, 0.210], [-2.322, -1.943, -0.236], [0.968, -4.169, -2.089], [1.152, -3.348, -0.579], [0.029, -4.742, -0.683], [-1.583, 0.332, -1.343], [-3.157, -0.217, -1.916], [-2.194, 0.854, -2.884], [0.394, -0.619, -1.102], [1.080, 2.974, -3.140], [0.573, 3.890, -3.786], [2.058, 2.153, -3.630], [0.668, 2.656, -1.888], [2.390, 2.341, -4.555], [2.496, 1.511, -2.998], [0.062, 3.247, -1.354], [1.009, 1.842, -1.404], [0.237, 4.890, 1.124], [-0.183, 6.026, 1.339], [1.576, 4.583, 1.113], [-0.587, 3.808, 1.024], [1.854, 3.623, 1.246], [2.199, 5.305, 1.424], [-1.515, 4.007, 0.692], [-0.078, 2.975, 0.759], [-2.614, 1.089, 3.183], [-3.631, 1.518, 3.744], [-2.422, 1.123, 1.833], [-1.596, 0.560, 3.904], [-3.170, 1.461, 1.262], [-1.473, 0.964, 1.520], [-0.677, 0.413, 3.525], [-1.879, 0.341, 4.842], [2.031, 1.954, 5.155], [1.658, 2.124, 6.312], [2.414, 0.720, 4.685], [2.158, 2.944, 4.233], [2.315, 0.508, 3.705], [2.430, -0.106, 5.253], [2.400, 2.672, 3.302], [2.020, 3.874, 4.584], [3.314, -2.634, 2.659], [4.049, -3.366, 3.341], [3.720, -1.856, 1.639], [1.997, -2.484, 2.924], [4.706, -1.797, 1.464], [3.084, -1.163, 1.273], [1.518, -1.807, 2.355], [1.657, -2.851, 3.793]],
  "orbital_gap_ev": 8.59,
  "total_energy_ha": -4184.92452,
  "homo_energy_ev": -6.206,
  "total_charge": -1
}

=====

No. 2
{
  "formula": "C14H39Cl2LuN3O2P3",
  "method": "ωB97M-V with the def2-TZVPD basis set",
  "elements": ["C", "C", "H", "H", "H", "O", "Cl", "Lu", "P", "C", "C", "H", "H", "H", "H", "H", "H", "C", "H", "H", "H", "P", "C", "C", "H", "H", "H", "C", "H", "H", "H", "H", "H", "H", "Cl", "C", "N", "C", "P", "O", "N", "C", "C", "N", "C", "C", "H", "H", "H", "H", "H", "H", "H", "H", "H", "H", "H", "H", "H", "H", "H", "H", "H", "H"],
  "coordinates": [[1.576, -0.276, -5.320], [1.054, -0.287, -3.970], [2.677, -0.344, -5.357], [1.239, 0.669, -5.790], [1.097, -1.107, -5.868], [1.496, -0.428, -2.835], [-1.139, 0.251, -4.048], [-0.444, -0.276, -1.721], [-0.430, 2.605, -1.629], [0.629, 3.642, -0.557], [-0.381, 3.567, -3.180], [-0.622, 4.615, -2.963], [-2.250, 4.147, -1.159], [-1.098, 3.163, -3.901], [-2.852, 2.493, -1.522], [1.663, 3.594, -0.926], [0.625, 3.510, -3.610], [-2.086, 3.073, -0.991], [0.292, 4.689, -0.586], [-2.151, 2.844, 0.082], [0.614, 3.271, 0.479], [-0.138, -3.059, -1.260], [1.159, -3.841, -0.236], [-1.622, -3.844, -0.520], [-0.608, -3.498, -3.597], [-0.213, -5.008, -2.708], [1.090, -3.864, -3.190], [0.051, -3.950, -2.843], [-2.516, -3.450, -1.023], [-1.571, -4.937, -0.626], [1.018, -4.932, -0.209], [1.121, -3.449, 0.790], [-1.697, -3.577, 0.544], [2.146, -3.613, -0.661], [-2.837, -0.872, -1.556], [2.504, 1.550, 1.390], [1.208, 1.552, 2.110], [1.407, 1.838, 3.550], [0.125, 0.339, 1.744], [0.266, -0.019, 0.262], [0.529, -0.943, 2.726], [-0.493, -1.926, 3.108], [1.901, -1.486, 2.679], [-1.417, 0.859, 2.036], [-1.686, 1.861, 3.073], [-2.597, 0.018, 1.734], [3.023, 2.481, 1.661], [2.353, 1.531, 0.307], [3.140, 0.702, 1.695], [0.504, 2.228, 4.019], [1.733, 0.940, 4.095], [2.188, 2.602, 3.634], [-0.822, -2.523, 2.236], [-0.045, -2.607, 3.844], [-1.358, -1.426, 3.570], [2.207, -1.726, 1.650], [2.621, -0.787, 3.124], [1.914, -2.409, 3.269], [-2.724, 2.200, 2.977], [-1.568, 1.439, 4.084], [-1.042, 2.737, 2.950], [-2.362, -0.803, 1.046], [-3.042, -0.381, 2.662], [-3.357, 0.635, 1.231]],
  "orbital_gap_ev": 6.65,
  "total_energy_ha": -4051.23606,
  "homo_energy_ev": -14.698,
  "total_charge": 2
}

=====

No. 3
{
  "formula": "C14H39O11PS",
  "method": "ωB97M-V with the def2-TZVPD basis set",
  "elements": ["C", "C", "S", "C", "O", "C", "O", "O", "P", "O", "O", "O", "H", "H", "H", "H", "H", "H", "H", "H", "H", "C", "C", "O", "H", "H", "H", "H", "H", "H", "C", "C", "O", "H", "H", "H", "H", "H", "H", "C", "C", "O", "H", "H", "H", "H", "H", "H", "C", "C", "O", "H", "H", "H", "H", "H", "H", "C", "C", "O", "H", "H", "H", "H", "H", "H"],
  "coordinates": [[4.744, 0.669, 2.367], [5.591, 1.926, 2.656], [4.927, 3.360, 1.744], [3.439, 3.620, 2.764], [2.472, 4.360, 2.027], [1.381, 3.667, 1.690], [0.879, 3.731, 0.595], [0.888, 2.896, 2.710], [-0.682, 2.528, 2.607], [-1.499, 3.710, 2.475], [-0.800, 1.480, 1.443], [-1.043, 1.791, 3.948], [3.977, 0.624, 3.131], [4.215, 0.751, 1.437], [5.323, -0.241, 2.408], [6.636, 1.801, 2.434], [5.477, 2.165, 3.704], [3.718, 4.202, 3.627], [3.088, 2.651, 3.079], [-1.720, 1.249, 1.281], [-0.768, 0.867, 3.931], [-0.741, -1.809, -1.246], [-1.243, -2.086, 0.157], [-0.256, -1.764, 1.139], [0.164, -2.384, -1.447], [-1.497, -2.070, -1.988], [-0.484, -0.753, -1.364], [-1.479, -3.142, 0.279], [-2.151, -1.505, 0.360], [-0.051, -0.829, 1.046], [-1.680, 7.657, 2.737], [-1.374, 7.782, 4.216], [-2.356, 7.116, 5.006], [-2.663, 8.075, 2.514], [-0.933, 8.176, 2.133], [-1.700, 6.607, 2.436], [-1.372, 8.826, 4.525], [-0.388, 7.357, 4.439], [-2.355, 6.190, 4.746], [2.949, -3.735, 1.765], [2.675, -2.245, 1.836], [3.405, -1.531, 0.837], [4.014, -3.932, 1.888], [2.400, -4.273, 2.539], [2.654, -4.135, 0.792], [2.987, -1.845, 2.800], [1.605, -2.049, 1.711], [3.128, -1.867, -0.020], [-1.388, -5.497, -4.703], [-1.606, -4.966, -3.298], [-2.717, -4.067, -3.266], [-1.211, -4.676, -5.397], [-0.535, -6.176, -4.738], [-2.273, -6.029, -5.055], [-0.732, -4.413, -2.955], [-1.791, -5.786, -2.598], [-3.490, -4.559, -3.558], [-4.872, -2.511, -6.422], [-3.516, -3.152, -6.653], [-3.663, -4.501, -7.107], [-5.441, -3.082, -5.687], [-4.767, -1.486, -6.065], [-5.456, -2.499, -7.345], [-2.945, -3.182, -5.727], [-2.942, -2.586, -7.394], [-4.157, -4.472, -7.930]],
  "orbital_gap_ev": 8.85,
  "total_energy_ha": -2124.05562,
  "homo_energy_ev": -8.860,
  "smiles": "CCSCOC(=O)OP(=O)(O)O.CCO.CCO.CCO.CCO.CCO"
}